Entry from the OMol25 dataset: one molecule with the formula C6H9NO in a non-equilibrium geometry (wB97M-V/def2-TZVPD).

Computed properties:
energy above the lowest of the compared OMol25 structures with the same formula, charge and spin: 455.2 kJ/mol
highest occupied orbital energy (spin up / spin down): -0.2926 / -0.2588 Ha
spin multiplicity: 1
net charge: 0
frontier orbital gap (spin up / spin down): 0.285 / 0.216 Eh

```
17
Properties=species:S:1:pos:R:3:forces:R:3
C -0.2702 0.3448 -0.3652 0.400 -0.697 0.553
C -1.5557 0.4858 -1.1781 -0.012 0.127 0.251
C 0.9847 0.7013 -1.1633 -0.075 -0.559 0.139
C 0.9247 -1.0170 1.7941 -0.661 -1.272 -1.569
C -0.3418 0.9748 0.9381 -1.015 1.750 -0.728
C 0.0007 -1.2321 0.3282 1.578 1.649 1.872
O -0.9954 1.3765 1.8062 0.395 -0.946 -0.081
N -0.3764 -2.2301 -0.1825 -0.392 -0.440 -0.474
H 1.0986 -0.0382 -1.9555 -0.003 -0.018 -0.022
H 0.8885 1.6851 -1.6234 -0.012 0.022 0.120
H -2.4278 0.2294 -0.5793 -0.008 0.018 -0.003
H -1.5118 -0.2028 -2.0203 0.125 -0.024 0.067
H -1.6600 1.4994 -1.5668 -0.015 -0.005 0.026
H 1.8730 0.6729 -0.5349 0.032 0.046 -0.013
H 0.2108 -1.1839 2.5963 0.075 0.096 0.050
H 1.5866 -0.1803 2.0140 -0.350 0.318 -0.367
H 1.5714 -1.8856 1.6924 -0.063 -0.065 0.179
```
Forces are in eV/Å.

=====

Entry from the OMol25 dataset: an isolated ion of composition C8H14N3OS and charge +1 in a non-equilibrium geometry (wB97M-V/def2-TZVPD).

Computed properties:
SMILES: c1nnc(SCC[C@@H]2CC[NH2+]C2)o1
energy above the lowest of the compared OMol25 structures with the same formula, charge and spin: 0.0 kJ/mol
highest occupied orbital energy: -0.4485 Ha
spin multiplicity: 1
net charge: +1
frontier orbital gap: 0.324 Eh

```
27
Properties=species:S:1:pos:R:3:forces:R:3
C -3.6128 1.4289 -0.8880 0.793 0.482 -0.578
N -2.6827 2.0722 -1.5146 -0.467 -0.442 0.595
N -1.6476 2.2493 -0.5886 -0.463 -0.469 0.410
C -2.0551 1.6749 0.5048 0.462 0.488 -0.500
S -1.2074 1.4988 2.0115 -0.191 -0.126 0.078
C 0.4787 1.8479 1.4565 0.441 0.032 0.145
C 1.4139 0.6314 1.3702 -1.052 -0.017 0.512
C 0.8531 -0.6521 0.7345 2.087 0.016 -1.107
C 2.0709 -1.3893 0.0778 -1.194 -0.648 -0.504
C 1.4985 -2.2609 -1.0400 -0.308 0.005 -0.531
N 0.1062 -1.7054 -1.3220 0.373 0.877 0.156
C -0.0709 -0.4754 -0.4525 -1.755 -0.440 1.080
O -3.2820 1.1258 0.3952 -0.034 0.131 -0.052
H -4.5593 1.1183 -1.2787 -0.264 -0.071 0.065
H 0.4746 2.4271 0.5432 -0.339 0.010 -0.254
H 0.8742 2.5155 2.2136 0.087 0.139 0.130
H 2.3160 0.9335 0.8534 0.155 0.164 -0.132
H 1.6966 0.3833 2.3876 0.232 -0.144 0.134
H 0.4293 -1.3261 1.4669 -0.403 0.070 0.203
H 2.5801 -2.0550 0.7593 0.531 0.343 0.275
H 2.6960 -0.6719 -0.4339 0.530 0.190 0.440
H 2.0565 -2.1730 -1.9640 0.155 -0.042 -0.082
H 1.3832 -3.3159 -0.8304 -0.001 -0.123 0.257
H -0.6063 -2.3884 -1.0892 -0.088 -0.085 -0.056
H -0.0379 -1.4101 -2.2842 0.097 -0.350 -0.206
H -1.0957 -0.5441 -0.0912 -0.135 0.054 -0.086
H -0.0699 0.4610 -0.9973 0.753 -0.044 -0.394
```
Forces are in eV/Å.

=====

Entry from the OMol25 dataset: C20H37FN7O5P2SSbSe5Y as an isolated structure (wB97M-V/def2-TZVPD).

Computed properties:
energy above the lowest of the compared OMol25 structures with the same formula, charge and spin: 23.2 kJ/mol
highest occupied orbital energy: -0.1630 Ha
spin multiplicity: 1
net charge: -1
frontier orbital gap: 0.224 Eh

```
80
Properties=species:S:1:pos:R:3:forces:R:3
Y 1.4771 -0.8327 1.1815 -0.538 -0.282 0.053
Se 3.8052 -4.9550 0.8654 -0.004 -0.015 0.003
Sb 4.2656 -2.9094 2.1728 0.167 0.060 0.025
Se 2.1723 -2.3504 3.4662 0.250 -0.100 0.317
Se 4.1752 -0.9998 0.5376 0.183 -0.086 0.026
Se 6.2183 -2.8844 3.5542 0.009 -0.044 -0.019
N -2.4421 -1.6298 -0.0967 -0.189 0.100 0.320
C -1.8687 -2.9536 -0.4756 -0.038 -0.085 -0.015
P -1.2340 -3.5052 1.1629 -0.052 -0.249 -0.120
O -2.4188 -3.9452 1.9481 0.041 0.041 0.028
O -0.4175 -2.3319 1.6474 0.295 0.318 0.006
C -0.0364 -4.8548 0.8652 -0.015 0.008 0.068
N 0.8782 -4.9437 2.0318 -0.098 -0.004 0.129
H -3.0100 -1.1562 -0.8212 0.199 -0.157 -0.422
H -1.6887 -0.9873 0.2149 -0.051 -0.048 -0.076
H -3.0376 -1.7733 0.7249 -0.013 0.019 -0.002
H -1.1054 -2.7981 -1.2346 -0.076 -0.037 0.051
H -2.6696 -3.5937 -0.8392 -0.016 0.013 0.007
H 0.5725 -4.6319 -0.0139 0.016 0.034 0.019
H -0.5470 -5.8050 0.7227 0.035 -0.012 -0.033
H 0.9982 -4.0240 2.5358 0.034 -0.010 -0.063
H 1.8944 -5.1341 1.7135 -0.002 -0.055 -0.111
H 0.5843 -5.6354 2.7143 -0.027 0.005 -0.002
C 2.8546 4.7646 -0.1667 -0.012 0.001 -0.008
N 3.9489 3.8563 0.1539 0.004 -0.005 0.012
C 4.6384 3.4963 -1.0838 -0.004 -0.002 -0.007
N 3.7632 2.9398 -2.1155 -0.004 -0.006 0.013
C 2.6773 3.8814 -2.3592 -0.016 0.002 -0.015
N 1.9161 4.2485 -1.1645 0.011 -0.008 0.020
C 1.1737 3.0958 -0.6429 -0.029 -0.024 -0.038
P 2.2652 1.6714 -0.1596 0.080 0.068 -0.004
C 3.4643 2.6619 0.8519 -0.009 0.014 -0.029
C 3.2522 1.6213 -1.7260 0.004 -0.013 -0.010
H 3.2848 5.6886 -0.5624 -0.001 -0.001 0.002
H 2.3059 4.9978 0.7482 0.000 0.003 0.001
H 5.4225 2.7730 -0.8553 0.002 0.001 0.000
H 5.0998 4.4013 -1.4884 0.000 0.000 0.002
H 1.9948 3.4539 -3.0974 0.001 0.003 0.002
H 3.1095 4.7969 -2.7725 -0.002 -0.001 0.001
H 0.4759 2.7527 -1.4129 -0.009 0.003 0.012
H 0.5828 3.4025 0.2252 0.021 0.029 -0.010
H 4.3036 2.0143 1.1113 0.003 0.001 0.000
H 2.9749 2.9529 1.7848 0.001 0.005 0.003
H 2.6243 1.2182 -2.5250 -0.005 -0.003 0.006
H 4.0834 0.9269 -1.5912 0.002 0.003 -0.002
C -2.1761 2.2951 -0.4982 0.104 0.214 -0.214
N -3.4133 1.7271 0.0139 -0.011 0.016 -0.014
C -3.8903 1.9502 1.2901 -0.091 -0.019 -0.001
C -5.0615 1.2933 1.3944 -0.048 -0.072 -0.040
N -5.2879 0.6737 0.1773 -0.086 -0.035 0.038
C -6.4174 -0.1808 -0.1355 -0.003 0.020 -0.005
C -4.2691 0.9383 -0.6738 0.044 0.039 0.035
Se -4.0660 0.2303 -2.3770 -0.114 0.086 0.065
H -1.3911 2.1269 0.2355 -0.450 0.348 -0.709
H -2.3054 3.3622 -0.6754 -0.059 0.028 -0.038
H -1.9372 1.7974 -1.4345 -0.063 0.008 -0.012
H -3.3227 2.5144 2.0081 -0.052 0.084 -0.081
H -5.7472 1.2005 2.2170 -0.012 0.003 -0.005
H -7.2138 0.0276 0.5749 -0.002 -0.002 0.007
H -6.1378 -1.2328 -0.0738 0.004 0.005 -0.007
H -6.7526 0.0262 -1.1486 -0.003 -0.001 0.000
C -1.5180 0.2152 3.4985 -0.025 0.042 -0.013
S -0.6150 1.1190 2.2795 0.351 -0.345 0.400
O -1.1365 2.4641 2.2304 0.258 0.057 0.367
O -0.7775 0.3824 0.9984 0.139 -0.122 0.298
O 0.8040 0.9988 2.6566 -0.158 -0.014 -0.033
H -2.5795 0.4088 3.3521 -0.001 -0.058 -0.012
H -1.1959 0.5683 4.4755 -0.008 0.021 -0.002
H -1.2862 -0.8422 3.3724 0.019 -0.002 0.005
F -0.2662 -2.5853 -4.9578 0.005 0.009 0.024
C 0.1205 -2.2154 -3.7066 -0.006 0.005 0.000
C -0.3625 -1.0387 -3.1767 0.001 0.005 -0.002
C 0.0433 -0.6925 -1.8856 0.004 -0.004 -0.024
C 0.8994 -1.4781 -1.0962 0.030 0.256 -0.172
C 1.3840 -2.6372 -1.7297 0.049 0.000 0.014
C 1.0000 -3.0229 -3.0113 0.002 -0.014 0.006
H -1.0425 -0.4235 -3.7543 0.010 0.004 0.018
H -0.3557 0.2377 -1.4784 0.020 -0.051 -0.037
H 2.1066 -3.2676 -1.2134 0.003 0.005 -0.002
H 1.3854 -3.9218 -3.4776 -0.002 -0.001 0.003
```
Forces are in eV/Å.

=====

Entry from the OMol25 dataset: an isolated ion of composition CHClFO2S2 and charge -1 in a non-equilibrium geometry (wB97M-V/def2-TZVPD).

Computed properties:
SMILES: O=S(=O)([S-])[C@@H](F)Cl
energy above the lowest of the compared OMol25 structures with the same formula, charge and spin: 33.0 kJ/mol
highest occupied orbital energy: -0.1656 Ha
spin multiplicity: 1
net charge: -1
frontier orbital gap: 0.293 Eh

```
8
Properties=species:S:1:pos:R:3:forces:R:3
O 0.2910 -1.1248 -1.7257 0.103 0.454 1.596
S 0.5337 -0.8261 -0.2944 0.767 1.758 -2.004
O 1.9070 -0.4353 0.0427 -0.703 -0.328 -0.237
S -0.3126 -1.9849 0.9451 -0.515 -1.366 0.781
C -0.4724 0.7439 0.1534 -2.108 -2.781 -2.162
F -0.2706 0.9374 1.4045 0.767 0.424 4.334
Cl -0.1082 2.2307 -0.5808 0.478 1.482 -1.742
H -1.5679 0.4592 0.0550 1.211 0.357 -0.567
```
Forces are in eV/Å.

=====

Entry from the OMol25 dataset: a 6-piece molecular cluster, C17H28BO17 overall (wB97M-V/def2-TZVPD).

Computed properties:
highest occupied orbital energy: -0.1452 Ha
spin multiplicity: 1
net charge: -1
frontier orbital gap: 0.212 Eh

```
63
Properties=species:S:1:pos:R:3:forces:R:3
O -2.0591 0.3168 4.2873 -0.100 -0.047 -0.078
B -2.7592 1.4623 3.5663 0.019 -0.142 -0.242
C -3.7400 2.2231 4.6314 -0.299 -0.056 -0.075
C -4.9459 1.3941 5.0544 0.002 -0.104 0.184
O -5.9311 1.2137 4.0143 0.045 -0.083 0.158
H -2.0681 0.5323 5.2214 0.015 0.140 -0.009
H -3.4342 0.9846 2.6403 0.159 -0.003 0.009
H -1.9358 2.2728 3.0523 -0.037 -0.126 0.188
H -4.1325 3.1857 4.2697 0.209 0.026 0.025
H -3.1700 2.4225 5.5569 -0.026 0.180 -0.084
H -5.4516 1.8312 5.9313 0.022 -0.032 -0.043
H -4.6196 0.3903 5.3513 -0.037 0.021 -0.121
H -6.6103 1.8749 4.1529 0.032 0.116 -0.071
C -0.6870 -0.9503 7.3645 -0.009 -0.107 -0.142
C 0.5312 -0.7183 6.4832 -0.077 -0.171 0.021
O 0.4042 0.6583 6.1577 0.261 0.205 0.198
C -0.3657 1.2693 7.0822 -0.122 -0.210 -0.522
O -0.5735 2.4355 7.1122 0.070 0.159 0.401
O -0.9020 0.3472 7.9298 0.022 0.129 0.033
H -0.5261 -1.6717 8.1618 0.024 0.062 0.063
H -1.5663 -1.2273 6.7812 0.028 0.000 -0.056
H 1.4662 -0.8686 7.0298 0.011 -0.003 0.011
H 0.5371 -1.3038 5.5680 -0.118 0.076 -0.066
C -0.8131 0.9167 0.1065 -0.190 -0.245 0.430
C 0.5712 1.4959 0.2779 -0.039 0.000 0.070
O 0.7817 2.1391 -0.9968 -0.013 0.028 0.083
C -0.4315 2.3994 -1.5394 0.175 0.028 -0.214
O -0.5632 3.0472 -2.5400 -0.142 -0.013 0.105
O -1.4130 1.8190 -0.8484 0.189 0.025 -0.014
H -1.3845 0.8973 1.0321 -0.188 0.142 -0.001
H -0.8004 -0.0801 -0.3393 0.011 0.001 -0.034
H 0.6087 2.2441 1.0688 -0.047 0.032 -0.013
H 1.3436 0.7508 0.4465 0.033 0.003 -0.096
C 2.4954 2.0144 -5.3790 -0.160 0.017 0.052
C 1.9008 1.7208 -4.0126 0.048 0.059 -0.114
O 2.2685 0.3378 -3.8302 -0.041 -0.012 0.101
C 3.3346 0.0669 -4.5965 0.024 -0.111 -0.089
O 3.9611 -0.9507 -4.5563 -0.059 0.061 -0.045
O 3.5958 1.0890 -5.4395 0.002 0.008 -0.005
H 2.8596 3.0314 -5.4866 0.125 -0.037 0.017
H 1.8088 1.7854 -6.1951 -0.023 -0.012 0.004
H 2.3581 2.3073 -3.2173 -0.001 -0.010 0.015
H 0.8235 1.8313 -3.9546 0.024 -0.070 -0.027
C 1.0949 -2.5128 -7.4665 0.175 -0.097 -0.027
C 2.4024 -2.3889 -8.2338 -0.040 -0.071 0.197
O 2.0957 -1.3655 -9.1852 -0.011 0.006 -0.034
C 1.0775 -0.6164 -8.6999 0.037 0.057 0.010
O 0.7082 0.4100 -9.1697 0.009 -0.049 0.035
O 0.5452 -1.1991 -7.5988 -0.013 0.013 -0.012
H 1.2350 -2.7571 -6.4175 -0.047 0.130 0.043
H 0.4115 -3.2292 -7.9249 -0.022 0.011 -0.009
H 3.2198 -2.0484 -7.5965 0.002 0.016 0.005
H 2.6908 -3.3010 -8.7485 -0.014 0.050 -0.110
C 0.9635 -3.1710 -0.4558 0.110 0.036 -0.047
C 2.3172 -3.0868 0.2330 -0.059 -0.072 -0.066
O 2.0918 -2.0782 1.2155 -0.077 0.019 0.082
C 0.7526 -2.0130 1.4835 0.128 0.009 -0.238
O 0.2678 -1.3735 2.3492 0.052 -0.058 0.042
O 0.0702 -2.7709 0.5820 -0.025 0.035 0.086
H 0.7001 -4.1688 -0.7957 -0.026 -0.018 0.056
H 0.8809 -2.4664 -1.2858 0.018 0.003 -0.010
H 2.5806 -4.0183 0.7381 0.000 -0.014 -0.011
H 3.1281 -2.7821 -0.4229 -0.016 0.065 0.001
```
Forces are in eV/Å.

=====

Entry from the OMol25 dataset: one molecule with the formula C4H10N2O2 in a non-equilibrium geometry (wB97M-V/def2-TZVPD).

Computed properties:
SMILES: CC(C)(/N=C\N)OO
energy above the lowest of the compared OMol25 structures with the same formula, charge and spin: 515.9 kJ/mol
highest occupied orbital energy: -0.3222 Ha
spin multiplicity: 1
net charge: 0
frontier orbital gap: 0.355 Eh

```
18
Properties=species:S:1:pos:R:3:forces:R:3
C 0.0142 -0.4331 -1.6512 0.401 -0.089 0.370
C -0.1864 -0.5268 -0.1420 1.577 0.313 0.621
C -0.4075 -1.9569 0.3246 0.566 0.335 0.056
N -1.1504 0.3118 0.3982 -0.633 0.727 1.488
C -0.9672 1.5549 0.6593 -1.512 -0.429 -0.638
N -0.1885 2.4888 0.0682 0.873 -0.036 -0.007
O 1.2165 0.1049 0.3428 0.127 -0.609 -2.706
O 1.9440 0.0111 1.5459 -0.859 -0.172 1.125
H 0.3985 0.5452 -1.9245 -0.153 0.121 -0.080
H 0.7550 -1.1636 -1.9680 -0.030 -0.109 -0.058
H -0.9309 -0.6242 -2.1572 -0.031 0.068 0.048
H 0.4679 -2.5655 0.1014 0.040 -0.073 -0.010
H -0.6207 -1.9760 1.3909 -0.012 0.004 0.026
H -1.2586 -2.3751 -0.2098 -0.084 0.058 0.010
H -1.6911 1.9843 1.3479 -0.101 0.191 -0.043
H -0.0704 3.3773 0.5251 -0.102 -0.053 0.097
H 0.6253 2.1638 -0.4305 0.057 -0.014 0.108
H 2.0503 -0.9209 1.7788 -0.123 -0.234 -0.408
```
Forces are in eV/Å.

=====

Entry from the OMol25 dataset: a 2-piece molecular cluster, C4H11NO2 overall in a non-equilibrium geometry (wB97M-V/def2-TZVPD).

Computed properties:
SMILES: CC(=O)O.CCN
energy above the lowest of the compared OMol25 structures with the same formula, charge and spin: 145.5 kJ/mol
highest occupied orbital energy: -0.3520 Ha
spin multiplicity: 1
net charge: 0
frontier orbital gap: 0.376 Eh

```
18
Properties=species:S:1:pos:R:3:forces:R:3
C -0.2388 -0.1146 2.3959 -0.020 -0.553 -1.567
C -1.3183 -1.1319 2.1581 -0.471 -0.328 -1.669
O -2.2508 -1.4386 2.8367 0.490 0.479 0.829
O -1.3396 -1.6933 0.9053 -0.755 -0.730 -0.523
H -0.4578 0.7559 1.7134 0.141 -0.656 1.184
H 0.6909 -0.5680 1.9915 -0.257 0.418 0.621
H -0.2266 0.0728 3.4509 0.346 0.587 0.327
H -0.6651 -1.7907 0.2193 0.567 0.772 0.878
C -0.2276 1.2691 -1.3205 -0.671 0.192 0.346
C 0.5670 0.1497 -1.9490 -2.668 -1.223 -1.184
N 1.8927 -0.0925 -1.5040 1.533 -0.002 0.020
H -0.4487 1.1049 -0.2527 0.320 -0.138 -0.357
H -1.2145 1.3264 -1.7924 0.146 0.073 -0.039
H 0.2399 2.2339 -1.3902 0.323 0.536 -0.190
H -0.0885 -0.7363 -1.7961 0.517 -0.164 0.740
H 0.3609 0.0868 -3.0630 1.374 0.900 0.854
H 2.6292 0.3492 -2.0431 -0.356 -0.053 -0.349
H 2.0957 0.2172 -0.5601 -0.558 -0.109 0.081
```
Forces are in eV/Å.

=====

Entry from the OMol25 dataset: one molecule with the formula C4H6S2 in a non-equilibrium geometry (wB97M-V/def2-TZVPD).

Computed properties:
SMILES: CS/C=C/C=S
energy above the lowest of the compared OMol25 structures with the same formula, charge and spin: 294.3 kJ/mol
highest occupied orbital energy: -0.3104 Ha
spin multiplicity: 1
net charge: 0
frontier orbital gap: 0.283 Eh

```
12
Properties=species:S:1:pos:R:3:forces:R:3
C -2.5971 0.2599 0.0621 0.401 -1.334 1.706
S -1.3247 -1.0901 -0.1698 0.892 0.799 0.319
C 0.1981 -0.0758 -0.0188 -0.723 -4.548 -0.265
C 1.4434 -0.5891 0.0288 -2.187 -1.723 0.354
C 2.6382 0.2355 -0.1750 1.579 0.692 -1.271
S 4.0651 -0.5609 0.0083 -0.260 0.893 -0.064
H -3.6136 -0.2391 0.2676 1.589 0.867 -0.874
H -2.4724 0.8836 -0.8222 -0.717 0.215 0.386
H -2.2943 0.7214 1.0446 -0.494 0.050 -1.255
H -0.0937 0.8432 0.2213 -0.579 4.291 0.088
H 1.3259 -1.8241 0.2877 1.558 3.553 -1.202
H 2.7251 1.4354 -0.7345 -1.059 -3.754 2.080
```
Forces are in eV/Å.